76
Properties=species:S:1:pos:R:3:forces:R:3:mulliken_charge:R:1 method="wB97M-V/def2-TZVPD" homo_lumo_gap_ev=9.45 lumo_energy_ev=0.3 spin_multiplicity=1 homo_ev=-9.103 smiles="COC[C@H](C)N.COC[C@H](C)N.COC[C@H](C)N.COC[C@H](C)N.NC(N)=O" largest_force_ev_per_a=3.8 charge=0 total_energy_ha=-1381.07151
O -2.21112 1.53323 -0.07556 0.098 1.448 0.626 -0.640
O -2.67742 -8.40915 0.97751 -0.368 0.893 -1.299 -0.304
O -7.15627 -1.55070 2.13507 1.029 2.182 0.866 -0.266
O 1.45064 5.15403 -4.49455 -3.169 -0.241 -0.020 -0.325
O 8.37624 2.48969 0.64289 -1.415 2.697 -1.739 -0.316
N 0.57292 7.72791 -3.37801 1.361 -0.997 -0.757 -0.772
N -0.55560 0.37517 -1.11321 0.750 0.513 -0.008 -0.399
N -2.22058 -0.66864 -0.08547 -0.661 -3.511 0.713 -0.318
N 12.00499 2.84653 0.58809 -0.761 -0.557 0.621 -0.730
N -1.89527 -5.81842 -1.63635 -1.814 0.935 -0.706 -0.678
N -6.05867 0.32104 3.89364 -0.096 1.244 1.148 -0.799
C 0.02844 5.48559 -4.33007 -0.029 1.246 0.318 -0.623
C 1.40819 4.05525 -5.38991 3.114 -0.430 0.286 -0.746
C 9.62065 3.04149 0.13958 -1.118 -0.175 1.362 -0.683
C -7.41188 -1.69523 3.56207 -0.324 -1.271 -2.424 -0.793
C -3.41718 -9.52814 0.67356 -0.770 -3.021 0.889 -0.813
C 7.21813 3.25618 0.06402 0.299 -1.513 0.699 -0.785
C -0.19912 6.48610 -3.21576 -0.281 1.809 1.543 0.581
C -1.58644 7.10471 -3.05258 -0.909 -1.059 -0.865 -1.453
C 10.47302 2.20124 2.45083 -0.166 1.613 0.317 -1.417
C -6.28014 -1.03706 4.35213 0.147 -0.830 -2.551 0.610
C -2.89142 -7.36873 0.04200 1.143 1.958 -0.010 -0.537
C -1.67406 0.48514 -0.34138 -0.210 1.715 -1.446 0.672
C -7.93769 -2.29722 1.26723 0.352 -0.820 0.802 -0.754
C -0.41865 -6.53565 0.17195 -0.912 -0.728 -0.369 -1.398
C -1.65340 -6.93414 -0.77605 3.587 -0.468 1.071 0.500
C -6.48465 -1.06342 5.81452 -1.371 0.616 0.474 -1.408
C 10.68057 2.32390 0.93806 0.198 -1.680 -0.022 0.465
H -3.91142 -9.92474 1.56043 0.291 0.162 0.634 0.277
H -7.50058 -2.77942 3.63110 0.603 -0.451 1.014 0.378
H 9.62476 1.57998 2.73827 0.328 -0.253 -0.236 0.331
H 10.24327 3.16811 2.89857 -0.226 0.443 -0.095 0.319
H -1.61740 7.99765 -2.42826 0.452 -0.223 0.233 0.360
H -1.86129 7.46339 -4.04450 -0.445 -0.086 -0.054 0.369
H -3.10309 -0.76347 0.39648 0.362 0.066 -0.214 0.188
H -0.60938 4.62647 -4.12222 0.422 -0.508 0.255 0.344
H 11.94004 3.78012 0.96794 0.685 0.564 -0.370 0.300
H 0.42631 8.34228 -2.58987 0.001 -0.095 0.104 0.233
H -7.70251 -2.01518 0.24095 -0.081 0.017 0.133 0.217
H 1.47343 4.34653 -6.43824 -1.270 0.137 -0.155 0.289
H 11.97809 2.87434 -0.42117 0.559 0.478 -0.226 0.297
H 0.76227 3.23623 -5.07352 -0.585 0.375 -0.421 0.320
H 10.59245 1.27651 0.64940 0.427 -0.177 -0.565 0.205
H -5.67751 0.47396 2.97091 -0.339 -0.744 -0.337 0.265
H -0.56450 -5.58417 0.68335 -0.358 -0.146 0.216 0.320
H -0.40656 5.88942 -5.24429 0.421 0.241 -0.446 0.287
H 11.39908 1.95802 2.97173 0.001 -0.670 -0.340 0.396
H -0.23195 -7.36216 0.85761 -0.267 0.191 0.367 0.337
H -9.00499 -2.22165 1.47523 -0.241 0.175 -0.110 0.280
H -2.32805 6.41339 -2.65235 -0.155 -0.063 -0.221 0.340
H -2.81098 -10.36969 0.33830 0.455 0.064 -0.217 0.290
H -0.20834 1.25499 -1.46737 0.228 -0.531 -0.078 0.215
H -4.28571 -9.56112 0.01578 0.184 1.349 -0.693 0.332
H 7.05738 2.95011 -0.96970 0.328 0.227 -0.168 0.298
H -7.61303 -3.31623 1.47771 -0.450 -0.699 -0.640 0.333
H -8.45721 -1.41729 3.69669 0.075 1.034 0.706 0.401
H 1.52859 7.40334 -3.33982 0.585 0.608 -0.157 0.249
H -5.33911 -1.53072 4.10952 -0.126 -1.043 -0.020 0.228
H 9.72038 4.11988 0.26305 -0.405 0.421 0.771 0.346
H -7.50639 -0.72725 5.99099 -0.245 -0.050 0.212 0.354
H -1.20022 -7.72271 -1.37678 -0.462 -0.861 0.098 0.196
H 0.53861 -6.43669 -0.33988 -0.217 0.026 -0.656 0.383
H -2.61283 -6.09276 -2.29206 -0.553 0.151 -0.091 0.222
H -5.29362 0.55721 4.50929 0.163 0.993 -0.014 0.240
H -3.06563 -6.46616 0.62776 -0.537 0.131 0.107 0.260
H -0.21775 -0.53341 -1.39684 0.222 0.646 -0.137 0.161
H 2.40701 3.62725 -5.30454 0.271 -0.319 0.226 0.289
H -3.73766 -7.51707 -0.62881 -0.090 -0.332 0.114 0.364
H -5.89825 -0.25338 6.24820 0.463 -0.623 0.503 0.384
H -1.15932 -5.54400 -2.27131 0.694 -0.273 0.544 0.255
H 6.29491 2.98663 0.57698 0.279 -0.563 0.332 0.275
H -6.40359 -2.06799 6.22968 0.462 0.278 0.224 0.332
H -1.74563 -1.44871 -0.51675 -0.811 -0.375 0.552 0.116
H 9.72502 2.98930 -0.94415 0.003 -0.933 -0.276 0.384
H 7.20810 4.34050 0.17467 0.982 0.080 -0.067 0.316
H 0.05052 6.02000 -2.26260 0.212 -0.404 0.136 0.259



116
Properties=species:S:1:pos:R:3:forces:R:3:mulliken_charge:R:1 method="wB97M-V/def2-TZVPD" homo_lumo_gap_ev=7.18 lumo_energy_ev=-3.4 spin_multiplicity=1 homo_ev=-10.539 largest_force_ev_per_a=4.2 charge=+1 total_energy_ha=-3742.38516
I -2.49740 6.66149 4.65198 -0.642 -0.857 0.057 0.117
I -1.23739 6.92783 1.47726 -0.405 -0.562 -0.699 0.240
Cl 0.82720 5.07274 4.85439 -0.446 -0.915 -0.689 -0.162
P -4.63824 3.70301 -1.83447 -2.263 0.447 -1.079 0.816
O 0.38637 0.53226 2.26937 -0.150 0.376 -0.529 -0.363
O 3.64909 -1.11346 1.97201 -0.216 0.587 -1.225 -0.440
O 9.54333 -5.46892 1.83070 -0.205 0.289 -0.001 -0.380
O -8.59130 -4.74253 -3.84702 0.303 0.237 0.067 -0.382
O -2.80945 0.88182 -0.28254 -1.018 0.306 -0.085 0.018
O 8.36394 -3.10448 0.54270 0.158 -0.213 -0.059 -0.286
O -1.08594 3.26914 4.53113 0.385 0.361 -0.232 -0.410
O 5.69324 2.55063 -3.37098 -0.189 -0.129 0.343 -0.388
O -5.93209 4.33473 -2.16145 1.535 -0.382 0.486 -0.694
O 3.32392 2.02319 -1.71484 -0.021 0.146 -0.098 -0.116
O -6.26177 -4.01225 -2.20944 -0.192 -0.077 0.055 -0.083
O -3.29810 4.56790 -2.32239 -1.040 -2.624 0.664 -0.488
O -4.60965 2.15365 -2.48874 1.855 2.473 1.080 -0.450
N -2.33880 4.06272 1.31953 0.454 -3.571 -1.291 0.905
N -2.44011 2.01276 0.37035 1.909 0.763 1.302 0.062
C -7.27837 -5.25277 -4.04487 -0.330 -0.301 0.237 -0.568
C -3.52860 5.46157 3.15301 -1.070 -0.276 -0.618 -0.133
C 6.40417 2.79287 -2.16505 0.153 0.083 -0.149 -0.578
C 7.85103 -4.42771 0.42458 -0.247 0.252 0.354 -0.455
C 4.98668 1.31729 -3.35136 -0.061 0.320 -0.399 -0.597
C -7.17142 -3.66746 -1.17707 0.109 0.043 -0.023 -0.931
C -3.10839 3.18400 0.55443 -1.242 0.535 -0.086 0.251
C -3.63572 -1.73753 -1.79026 -0.387 -0.789 0.546 -1.311
C 3.10606 3.42563 -1.68323 -0.018 -0.106 0.123 -0.955
C -4.55163 3.48279 0.01620 1.110 -0.870 0.847 -0.374
C 0.06518 3.77222 2.42634 0.143 -0.119 0.150 0.012
C -0.05411 0.91680 0.97559 0.485 0.594 -1.057 -0.451
C -2.77964 5.41799 1.70778 -1.239 0.582 0.705 -1.588
C 3.51322 1.52391 -3.03999 0.114 -0.299 0.331 -0.499
C -4.99943 6.09230 3.01746 0.707 0.463 -0.485 -1.060
C 4.85044 -0.87933 1.22180 1.723 -0.029 0.602 0.219
C -8.70135 -3.36925 -4.19058 -0.194 -0.086 -0.061 -0.647
C -2.43381 -3.26683 -0.07645 -0.745 0.633 -0.396 -1.435
C -4.02230 0.28886 0.27635 -2.107 -1.152 0.751 -1.034
C 1.81967 0.46186 2.34864 0.823 -0.814 0.555 -0.315
C 2.49249 -0.55784 1.34771 -0.132 0.880 -0.526 0.097
C 5.65942 0.39944 1.73118 0.000 -0.484 -0.187 -0.785
C -3.67607 -2.28809 -0.31133 0.170 -0.781 -0.251 0.923
C -2.70067 -1.24682 1.95026 -0.971 0.283 -0.392 -1.478
C -3.83211 -1.17407 0.82043 0.543 -0.336 0.224 0.508
C 10.12559 -4.58941 2.77982 0.085 -0.106 0.004 -0.705
C -1.16075 3.32406 1.58470 2.156 -1.345 0.293 0.272
C -6.50205 -5.31666 -2.73958 0.294 0.259 -0.235 -0.591
C -1.15071 2.01756 0.97816 -1.763 3.537 1.409 -0.335
C 9.59949 -2.93836 -0.13869 -0.058 0.185 -0.017 -0.838
C -0.24736 3.88882 3.97398 0.197 0.282 -0.796 0.534
C 8.14474 -5.25463 1.66615 0.335 -0.306 -0.258 -0.530
H -3.58349 5.70390 0.97366 1.191 -0.281 0.604 0.681
H -3.65595 1.95569 -2.60782 -0.676 -0.722 -0.142 0.335
H -6.88170 -4.16120 -0.24367 -0.102 -0.018 0.071 0.308
H 1.81422 -1.38163 0.99689 0.277 0.671 0.662 0.128
H -2.42866 -4.00446 -0.92921 0.064 0.621 1.054 0.424
H 5.06818 1.01389 2.46650 0.477 -0.580 -0.878 0.308
H -1.66655 -1.22392 1.53242 -0.898 0.084 0.444 0.169
H -4.57870 -2.96646 -0.25287 0.846 0.830 -0.071 -0.194
H 0.59569 4.67808 2.03390 -0.762 -0.734 0.476 0.510
H -8.19795 -3.93906 -1.42981 0.017 -0.025 -0.005 0.493
H -2.63781 3.88572 -2.57534 0.063 0.959 -0.055 0.375
H 0.83295 1.36212 0.42441 -1.000 -0.337 0.358 0.181
H 6.58817 0.04464 2.25334 -0.883 0.442 -0.421 0.340
H 5.52731 -1.75805 1.41765 -0.858 0.705 -0.247 0.008
H -2.87907 -0.36431 2.63384 0.465 -1.034 -0.463 0.400
H -5.38945 6.04853 1.96196 0.392 -0.132 0.877 0.303
H 5.07139 0.88443 -4.35280 -0.017 -0.044 0.034 0.399
H 3.04408 2.19005 -3.77065 0.112 0.035 0.000 0.386
H 9.89822 -4.93166 3.79384 0.011 0.083 0.059 0.327
H 8.24011 -4.91648 -0.47385 0.063 -0.028 0.071 0.354
H -2.54962 -3.78622 0.91105 0.309 0.328 -1.037 0.344
H 7.72026 -4.78910 2.56149 -0.009 0.088 -0.072 0.309
H 9.41934 -2.83597 -1.21367 0.094 -0.044 -0.035 0.310
H -7.86236 -2.78202 -3.81171 0.045 -0.031 -0.003 0.219
H 2.07332 3.64675 -1.97356 -0.012 0.127 -0.065 0.249
H -4.79012 -1.41825 1.37165 0.828 0.569 -0.677 0.279
H 4.70397 -0.83588 0.11172 -0.298 0.002 0.957 0.287
H -4.45954 0.88542 1.13151 1.045 -0.323 -0.809 0.634
H -5.21239 2.59965 0.25863 0.703 0.922 -0.427 0.370
H -4.81671 0.32102 -0.52531 1.042 -0.067 0.678 0.388
H 3.00213 0.55742 -3.09174 0.020 -0.002 -0.034 0.357
H 5.44380 0.61801 -2.64387 -0.073 0.024 0.052 0.247
H -2.69701 -1.14480 -1.94420 -0.887 -0.358 -0.109 0.229
H 2.08080 0.11302 3.38679 -0.507 0.367 -1.014 0.407
H 5.98563 1.01463 0.85339 -0.355 -0.336 0.858 0.023
H 9.77555 -3.56261 2.65386 -0.040 -0.011 -0.006 0.293
H -9.62147 -2.98341 -3.75023 0.006 -0.101 -0.039 0.250
H 10.06660 -2.02287 0.22647 -0.098 -0.014 -0.002 0.248
H 3.26723 3.76988 -0.66047 -0.020 -0.075 -0.002 0.230
H -4.57614 -1.16304 -2.02076 1.100 -0.342 0.089 0.240
H -0.38545 0.03920 0.36258 0.029 0.768 0.553 0.408
H -4.90878 7.18614 3.26227 -0.522 -1.150 -0.126 0.395
H -7.38627 -6.27000 -4.43349 0.048 0.015 -0.010 0.390
H -3.69597 4.40550 3.51460 0.808 1.095 -0.230 0.457
H -2.83244 -2.21236 2.51443 0.218 1.157 -0.444 0.468
H -5.52327 -5.76645 -2.93230 -0.027 -0.028 -0.011 0.358
H 3.79324 3.96269 -2.33922 -0.018 -0.036 -0.027 0.492
H -6.74043 -4.66285 -4.79367 0.034 0.036 0.079 0.305
H 7.68355 -6.24032 1.55104 -0.043 0.030 -0.010 0.381
H -1.47304 -2.68868 -0.10102 -0.735 -0.616 0.048 0.236
H -5.73949 5.56020 3.66604 0.810 0.651 -0.358 0.313
H 11.20615 -4.60480 2.63621 -0.050 -0.095 -0.005 0.253
H 7.32372 2.19972 -2.15121 0.002 -0.004 0.109 0.330
H -5.01353 4.34285 0.57793 0.616 -0.733 -0.931 0.140
H -8.76126 -3.26270 -5.27818 0.042 0.103 -0.001 0.328
H 6.66961 3.85012 -2.13579 -0.002 -0.059 -0.091 0.273
H 6.76487 -4.34038 0.31551 -0.001 -0.043 -0.023 0.352
H -7.12669 -2.58635 -1.03366 0.068 -0.022 -0.022 0.179
H -7.01724 -5.94025 -2.00266 -0.079 0.036 -0.070 0.384
H 0.81440 2.92929 2.35759 -0.852 0.845 0.144 -0.612
H 2.28538 1.48064 2.21424 -0.438 -0.814 0.002 0.087
H 5.80620 2.56058 -1.28125 -0.035 -0.037 -0.011 0.125
H 10.28195 -3.77090 0.03952 -0.042 -0.034 0.011 0.362
H 2.76770 0.03412 0.42011 -0.096 -0.742 0.860 -0.132
H -3.65762 -2.63994 -2.46677 0.188 1.072 0.572 0.439